# 1
Below is a molecular structure, C6H11NO, with properties calculated with ωB97M-V/def2-TZVPD.

```
19
Properties=species:S:1:pos:R:3:forces:R:3
C -2.282739 -1.348341 0.494619 0.2 6.9 0.8
C -1.276900 -0.516056 -0.461798 3.5 -1.0 -1.0
C -0.554202 0.830987 0.098141 -0.5 -3.3 -2.7
C 1.537111 1.438513 0.473753 -1.7 1.5 1.1
C 1.265337 -0.181304 0.878104 5.1 0.2 -4.6
C 0.359961 -0.419089 -0.218548 -4.0 -0.2 -2.8
H -2.116479 -2.373567 0.788551 0.1 0.0 -0.3
H -2.321422 -0.471823 1.509879 0.1 -3.3 -2.6
H -3.220104 -1.014428 -0.003106 0.0 -1.4 0.6
H -1.205936 -0.782056 -1.675278 -1.0 1.1 3.5
H -0.564307 0.752023 1.175413 -0.9 0.9 0.2
H 2.400991 1.507923 -0.120948 0.8 -0.1 -1.3
H 1.585790 2.393472 1.112829 -0.3 -2.1 0.0
H 2.159152 -0.845625 0.395711 -1.0 2.0 2.0
H 1.054679 -0.543306 1.799639 -0.9 -0.3 3.0
H 0.906097 -0.843507 -2.457765 0.2 1.6 3.8
H 0.923539 0.779136 -1.831828 0.5 -1.9 0.5
N 1.136456 -0.224224 -1.511843 -1.6 -0.2 -2.7
O 0.212975 1.861271 -0.445525 1.2 -0.4 2.4
```
Forces are in eV/Å.

Computed properties:
Energy relative to the best compared isomer or geometry (same formula, charge and spin) = 859.9 kJ/mol
Net charge = 0
Spin multiplicity = 1

Results of the Mulliken charge analysis, in e, for atoms 1 through 4: atom 1 (C): -1.0107, atom 2 (C): 0.0490, atom 3 (C): -0.2509, atom 4 (C): -0.4891

# 2
Below is a gas-phase ion, C10H21BNO4 (charge -1), with properties calculated with ωB97M-V/def2-TZVPD.

```
37
Properties=species:S:1:pos:R:3:forces:R:3
C 1.271644 2.849048 1.010393 1.0 -0.6 -0.6
C 1.986011 2.315602 -0.293224 -0.3 0.5 0.9
O 1.796593 0.906172 -0.381536 -0.8 1.6 -0.7
C 1.253668 0.507144 -1.642282 1.2 -2.1 -1.3
O 2.020948 -0.626179 -2.007825 -1.1 1.2 0.3
B 1.226439 -1.819186 -1.609098 0.8 -0.3 -0.9
C 1.685286 -2.343770 -0.094940 -0.9 0.0 1.6
C 0.558778 -2.496106 0.944410 0.4 0.3 0.2
C 0.698129 -1.672275 2.277885 0.5 -0.1 -0.6
N -0.478505 -3.243107 0.797379 0.7 0.4 0.4
O -0.155539 -1.386252 -1.837435 -0.3 0.6 -0.6
C -0.272390 0.034319 -1.691210 0.9 -1.9 1.6
C -1.104291 0.137690 -0.361191 -0.1 1.0 -1.0
C -2.337410 1.109603 -0.434391 -0.1 -1.8 1.9
C -3.629674 0.251375 -0.174215 -0.3 0.7 -0.3
O -2.240993 2.005038 0.708149 -0.2 0.5 -1.0
H 0.839690 3.854299 0.872972 0.1 -0.5 0.1
H 2.044811 2.863103 1.802065 -0.6 0.1 -0.1
H 0.509018 2.092448 1.268263 0.2 0.7 0.0
H 1.606243 2.856675 -1.180606 0.0 -0.4 0.3
H 3.078283 2.520564 -0.244289 -0.5 -0.1 0.0
H 1.447424 1.193572 -2.497048 -0.1 0.6 1.1
H 1.585231 -2.682238 -2.373660 -0.2 -0.6 -0.4
H 2.183670 -3.327841 -0.191620 -0.3 0.4 0.0
H 2.422761 -1.627986 0.321535 -0.3 -0.4 -0.3
H 0.710780 -2.364312 3.146525 -0.1 0.4 -0.5
H -0.119759 -0.929676 2.384828 0.3 -0.5 0.0
H 1.659501 -1.129455 2.258000 -0.5 -0.1 0.2
H -1.018288 -3.113380 1.662176 -0.2 -0.3 -0.3
H -0.726430 0.505157 -2.590708 -0.1 -0.3 0.5
H -0.416690 0.411500 0.465448 -0.5 0.2 -0.5
H -1.460149 -0.879211 -0.115328 0.3 0.5 -0.5
H -2.410572 1.667434 -1.380262 0.1 0.1 0.6
H -3.434137 -0.529514 0.589123 0.0 0.3 -0.6
H -4.436101 0.890304 0.247215 0.4 -0.1 -0.4
H -4.031226 -0.199597 -1.100404 0.4 -0.1 0.5
H -2.312750 1.399056 1.444904 0.1 0.0 0.4
```
Forces are in eV/Å.

Computed properties:
Net charge = -1
Spin multiplicity = 1

Results of the Mulliken charge analysis, in e, for atoms 1 through 4: atom 1 (C): -0.7287, atom 2 (C): -0.5510, atom 3 (O): -0.1643, atom 4 (C): -0.4279

# 3
Below is C4H8O2 in the gas phase, with properties calculated with ωB97M-V/def2-TZVPD.

```
14
Properties=species:S:1:pos:R:3:forces:R:3
C -2.211729 -0.418462 0.610409 -0.2 0.0 0.1
C -1.156462 0.041358 -0.350451 -0.2 0.0 -0.1
O 0.082273 0.057407 0.382490 0.5 0.1 -0.2
C 1.122268 0.377025 -0.396849 0.5 -0.5 -1.1
O 1.019071 0.730999 -1.544574 -0.9 0.3 -0.3
C 2.499373 0.141150 0.101468 0.2 0.1 0.6
H -1.970431 -1.410246 1.002421 -0.1 0.1 -0.1
H -2.287864 0.279877 1.445293 -0.1 -0.1 0.0
H -3.171913 -0.451700 0.092892 0.0 -0.1 0.1
H -1.051726 -0.644721 -1.196293 0.0 0.1 0.1
H -1.364236 1.036004 -0.756187 0.1 -0.1 0.1
H 2.611548 0.512267 1.105291 0.2 0.1 0.5
H 3.148120 0.674051 -0.597520 0.0 -0.2 0.3
H 2.731712 -0.925010 0.101611 -0.1 0.0 0.0
```
Forces are in eV/Å.

Computed properties:
Energy relative to the best compared isomer or geometry (same formula, charge and spin) = 40.0 kJ/mol
Structure (SMILES) = CCOC(C)=O
Net charge = 0
Spin multiplicity = 1

Results of the Mulliken charge analysis, in e, for atoms 1 through 4: atom 1 (C): -1.1699, atom 2 (C): -0.1693, atom 3 (O): -0.3082, atom 4 (C): 0.6861

| no. | electronic energy (eV) |
| --- | --- |
| 1 | -9929.542 |
| 2 | -21067.791 |
| 3 | -8372.867 |